[1]
{
  "formula": "C43H56N7OS2Ti",
  "method": "ωB97M-V/def2-TZVPD",
  "total_charge": 3,
  "e_above_lowest_kcal_mol": 0.0,
  "homo_lumo_gap_ev": 6.29,
  "symbols": ["Ti", "N", "C", "N", "C", "C", "S", "C", "C", "S", "C", "N", "N", "H", "H", "H", "H", "H", "H", "C", "C", "C", "C", "C", "C", "C", "C", "C", "C", "C", "C", "N", "C", "C", "C", "C", "C", "C", "C", "N", "C", "C", "C", "C", "C", "C", "C", "C", "C", "C", "C", "C", "H", "H", "H", "H", "H", "H", "H", "H", "H", "H", "H", "H", "H", "H", "H", "H", "H", "H", "H", "H", "H", "H", "H", "H", "H", "H", "H", "H", "H", "H", "H", "H", "H", "H", "H", "H", "H", "H", "H", "O", "C", "C", "C", "C", "C", "C", "N", "H", "H", "H", "H", "H", "H", "H", "H", "H", "H", "H"],
  "positions_angstrom": [[0.24304, 0.77418, -0.13300], [-1.99197, 3.56105, 0.84980], [-0.67662, 3.79356, 0.70165], [0.22935, 2.85447, 0.44465], [1.50071, 3.42919, 0.38144], [1.54109, 4.76418, 0.56807], [-0.03942, 5.38209, 0.84397], [2.60688, 2.53524, 0.09260], [3.90127, 2.86636, -0.05559], [4.84693, 1.48195, -0.45223], [3.42531, 0.50896, -0.41542], [2.29890, 1.17735, -0.12275], [3.50159, -0.79161, -0.65862], [-2.28428, 2.61092, 1.02306], [-2.56083, 4.28522, 1.26184], [2.39062, 5.42104, 0.55697], [4.36085, 3.83218, 0.04692], [4.38910, -1.22138, -0.86977], [2.70493, -1.39938, -0.53815], [0.65256, -4.62143, -2.33105], [1.53681, -3.52530, -1.71767], [2.85619, -4.17541, -1.28279], [1.75134, -2.37677, -2.70096], [2.61509, -2.65777, -3.75727], [2.93571, -1.71457, -4.70781], [2.34791, -0.46642, -4.63872], [1.45554, -0.12296, -3.62925], [0.72294, 1.18758, -3.86161], [-0.69640, 0.88987, -4.34385], [0.76666, 2.21397, -2.74415], [1.18353, -1.08075, -2.63127], [0.38997, -0.75720, -1.44207], [-0.56219, -1.62081, -1.17738], [-1.24882, -1.84252, 0.05631], [-2.26682, -2.82473, 0.01975], [-2.91375, -3.22467, 1.16245], [-2.53836, -2.66400, 2.38768], [-1.54183, -1.71259, 2.46225], [-0.89248, -1.26511, 1.30598], [0.10874, -0.28965, 1.37979], [0.83379, -0.19757, 2.64024], [1.82996, -1.15205, 2.90538], [2.48110, -1.08422, 4.13096], [2.15626, -0.12184, 5.07030], [1.16113, 0.79345, 4.79228], [0.47324, 0.77686, 3.58066], [-0.65852, 1.76938, 3.39370], [-0.17858, 3.20595, 3.61690], [-1.83527, 1.47202, 4.33019], [2.20936, -2.26782, 1.95066], [3.72938, -2.41666, 1.83440], [1.60020, -3.60679, 2.38165], [0.46682, -5.40904, -1.60333], [1.15581, -5.07165, -3.18495], [-0.30649, -4.25592, -2.69235], [1.04819, -3.16439, -0.80558], [3.27108, -4.79613, -2.07379], [2.68472, -4.82865, -0.42971], [3.61936, -3.44726, -1.00930], [3.04728, -3.64332, -3.82913], [3.61667, -1.95514, -5.51072], [2.55834, 0.26013, -5.41169], [1.24844, 1.66481, -4.69418], [-1.26957, 0.35226, -3.58315], [-0.66781, 0.27291, -5.23985], [-1.22326, 1.81054, -4.58934], [0.16560, 1.90208, -1.87159], [0.31471, 3.15608, -3.06176], [1.78851, 2.41767, -2.42246], [-0.84722, -2.28339, -1.99121], [-2.51643, -3.27590, -0.93076], [-3.68118, -3.98269, 1.12211], [-3.02560, -2.98820, 3.29693], [-1.23848, -1.31802, 3.42127], [3.25108, -1.80360, 4.36260], [2.67220, -0.09245, 6.01874], [0.89608, 1.52381, 5.54147], [-1.01953, 1.66947, 2.36295], [0.09086, 3.36326, 4.65845], [-0.97342, 3.91833, 3.39730], [0.69987, 3.44480, 3.01596], [-1.51414, 1.48280, 5.37051], [-2.29377, 0.50403, 4.13178], [-2.60585, 2.23538, 4.22098], [1.79698, -2.01894, 0.96187], [4.14543, -2.85714, 2.73745], [4.22666, -1.46005, 1.67647], [3.98628, -3.09064, 1.02099], [1.98900, -3.89827, 3.35610], [1.86683, -4.39111, 1.67379], [0.51572, -3.56829, 2.45525], [-1.74754, 0.96626, -0.46788], [-2.88279, 0.74247, -0.99079], [-4.00842, 0.15367, -0.21037], [-4.93807, 1.36520, 0.10148], [-5.38673, 2.24379, -1.08408], [-4.35965, 3.23232, -1.68546], [-3.20298, 2.60622, -2.49959], [-3.20242, 1.15790, -2.21340], [-3.67209, -0.33898, 0.70301], [-4.55638, -0.56494, -0.82377], [-4.46270, 1.99474, 0.85587], [-5.82439, 0.95023, 0.58171], [-6.21220, 2.85231, -0.71239], [-5.83789, 1.62109, -1.86263], [-3.94190, 3.82610, -0.87242], [-4.89734, 3.92784, -2.32836], [-2.23160, 3.02079, -2.22987], [-3.34135, 2.72281, -3.57186], [-4.08513, 0.75693, -2.51839]]
}


[2]
{
  "formula": "C3H18Si5",
  "method": "ωB97M-V/def2-TZVPD",
  "total_charge": 0,
  "e_above_lowest_kcal_mol": 15.2,
  "homo_lumo_gap_ev": [6.12, 7.22],
  "symbols": ["C", "C", "C", "Si", "Si", "Si", "Si", "Si", "H", "H", "H", "H", "H", "H", "H", "H", "H", "H", "H", "H", "H", "H", "H", "H", "H", "H"],
  "positions_angstrom": [[0.92682, -1.81266, 0.31321], [-1.87040, -2.03898, -0.70886], [0.25146, -0.44348, -2.40981], [-1.87008, 0.67798, 2.52825], [-0.31134, 3.14776, -0.71983], [3.41728, 0.80023, 1.17570], [-0.37973, -0.81744, -0.62124], [-0.99845, 1.17634, 0.46147], [1.49970, -1.12804, 1.04875], [0.50781, -2.64494, 0.81957], [1.85951, -2.29785, -0.22855], [-2.14116, -2.00841, -1.74072], [-1.62540, -3.13709, -0.38234], [-2.59614, -1.69149, 0.07841], [-0.68915, -0.05325, -2.94907], [0.88077, 0.38168, -2.50660], [0.67161, -1.23514, -3.11707], [-2.24481, 1.89920, 3.15225], [-1.37326, -0.39210, 3.51323], [-3.06752, 0.12437, 1.88285], [1.28132, 3.28685, -0.64974], [-1.25924, 4.35237, -0.35779], [-0.75371, 2.97700, -2.01089], [2.51768, 0.69575, -0.04684], [2.65727, 0.16250, 2.34842], [4.70916, 0.01885, 1.12726]]
}


[3]
{
  "formula": "C10H23F3N2O5S",
  "method": "ωB97M-V/def2-TZVPD",
  "total_charge": 0,
  "homo_lumo_gap_ev": 7.90,
  "symbols": ["C", "O", "C", "N", "C", "C", "C", "N", "C", "C", "C", "C", "O", "H", "H", "H", "H", "H", "H", "H", "H", "H", "H", "H", "H", "H", "H", "H", "H", "H", "H", "H", "H", "H", "H", "H", "C", "F", "F", "F", "S", "O", "O", "O"],
  "positions_angstrom": [[-2.39686, 4.52477, -1.47052], [-1.70062, 3.32605, -2.04553], [-1.54924, 2.40979, -0.90568], [-0.80830, 1.12637, -1.20041], [0.31973, 1.24345, -2.19962], [1.69203, 1.93603, -1.62490], [2.96544, 0.85799, -1.56186], [3.29754, 0.40427, -0.15400], [-0.38549, 0.55090, 0.15383], [0.15860, -1.00169, 0.07170], [-1.17363, -1.94918, -0.14379], [-1.06449, -2.57154, -1.66406], [-2.27026, -3.36608, -1.96921], [-3.02793, 4.27115, -0.51397], [-3.14270, 5.00239, -2.26613], [-1.61232, 5.34369, -1.15624], [-1.11015, 2.95254, 0.05263], [-2.65572, 2.08812, -0.59311], [-1.51152, 0.43917, -1.58894], [0.04399, 1.77205, -3.20653], [0.61579, 0.12438, -2.49292], [1.55729, 2.52976, -0.62420], [2.02516, 2.74190, -2.44004], [2.76031, -0.12182, -2.19058], [3.94306, 1.34422, -2.03979], [4.24702, 0.78601, 0.05084], [3.35932, -0.65622, -0.09949], [-1.35899, 0.51750, 0.84391], [0.37994, 1.23533, 0.73424], [1.00633, -1.17795, -0.72269], [0.57686, -1.25957, 1.15338], [-2.14803, -1.30617, -0.05300], [-1.22998, -2.76907, 0.70436], [-0.06880, -3.19146, -1.70332], [-1.07925, -1.64815, -2.40616], [-2.20540, -4.18898, -1.36794], [0.43754, -3.13631, 5.39006], [1.10654, -4.33148, 5.46622], [-0.82813, -3.38786, 5.85561], [1.02314, -2.32173, 6.32584], [0.45084, -2.40155, 3.67182], [-0.20677, -3.39653, 2.81362], [1.86838, -2.20145, 3.34073], [-0.30025, -1.14305, 3.77586]]
}


[4]
{
  "formula": "C3H7NO2",
  "method": "ωB97M-V/def2-TZVPD",
  "total_charge": 0,
  "e_above_lowest_kcal_mol": 26.0,
  "homo_lumo_gap_ev": 10.36,
  "smiles": "O=CNCCO",
  "symbols": ["O", "C", "N", "C", "C", "O", "H", "H", "H", "H", "H", "H", "H"],
  "positions_angstrom": [[1.36299, 0.27059, 1.62930], [1.64813, 0.22200, 0.44684], [0.89317, 0.41329, -0.64765], [-0.55910, 0.51993, -0.69459], [-1.25129, -0.62326, 0.04746], [-1.14069, -0.50826, 1.43074], [2.68236, -0.08468, 0.20699], [1.39723, 0.38894, -1.51904], [-0.87373, 1.47348, -0.25987], [-0.84241, 0.51141, -1.75276], [-2.32067, -0.59010, -0.17702], [-0.87045, -1.59251, -0.31861], [-0.18372, -0.52626, 1.64650]]
}


no.,calculated total energy (a.u.)
1,-3775.81373
2,-1572.32950
3,-1578.08846
4,-323.73948